(1)
{
  "formula": "C4H9NOS",
  "method": "ωB97M-V with the def2-TZVPD basis set",
  "species": ["C", "N", "C", "C", "O", "C", "S", "H", "H", "H", "H", "H", "H", "H", "H", "H"],
  "positions_angstrom": [[1.38, -0.97, -1.42], [0.88, -0.65, -0.05], [-0.21, 0.36, 0.10], [0.63, 1.52, 0.69], [1.18, 1.25, 1.84], [-1.31, -0.38, 1.02], [-3.19, 0.12, 0.97], [1.42, 0.00, -2.01], [2.35, -1.42, -1.42], [0.59, -1.45, -2.03], [1.67, -0.32, 0.52], [-0.64, 0.69, -0.78], [0.67, 2.61, 0.31], [-1.10, -1.41, 0.49], [-1.16, -0.29, 2.05], [-3.15, 0.35, -0.29]],
  "de_lowest_kj_mol": 339.36,
  "lumo_energy_ev": 0.15,
  "gap_ev": 9.31,
  "homo_energy_ev": -9.16,
  "smiles": "CN[C@H](C=O)CS"
}



(2)
{
  "formula": "C35H17F20GeN3OS2Sn",
  "method": "ωB97M-V with the def2-TZVPD basis set",
  "species": ["Sn", "C", "C", "C", "C", "C", "C", "N", "N", "C", "C", "C", "C", "C", "N", "H", "H", "H", "H", "H", "H", "H", "H", "H", "O", "S", "C", "C", "C", "C", "H", "H", "H", "H", "H", "H", "H", "H", "F", "C", "F", "C", "F", "F", "F", "F", "C", "C", "C", "F", "C", "F", "C", "F", "C", "F", "Ge", "S", "C", "C", "F", "C", "F", "C", "F", "C", "F", "C", "F", "C", "C", "F", "C", "F", "C", "F", "C", "F", "C", "F"],
  "positions_angstrom": [[-1.40, 0.42, -0.77], [-4.32, -4.79, -1.04], [-5.40, -3.95, -1.20], [-5.20, -2.57, -1.19], [-3.93, -2.04, -0.93], [-2.79, -2.87, -1.04], [-2.98, -4.23, -1.10], [-3.69, -0.68, -0.72], [-4.67, 0.04, -0.29], [-4.43, 1.36, -0.06], [-5.44, 2.18, 0.44], [-5.10, 3.48, 0.82], [-3.79, 3.90, 0.63], [-2.85, 3.07, 0.02], [-3.15, 1.78, -0.37], [-4.41, -5.87, -0.90], [-6.44, -4.29, -1.36], [-6.04, -1.85, -1.36], [-1.86, -2.40, -0.79], [-2.13, -4.88, -1.14], [-6.40, 1.79, 0.52], [-5.80, 4.17, 1.24], [-3.44, 4.84, 1.01], [-1.85, 3.46, -0.25], [-1.36, -0.69, 1.15], [-2.17, -0.57, 2.48], [-1.57, -2.08, 3.32], [-1.09, -1.72, 4.73], [-0.65, -0.25, 4.75], [-1.37, 0.59, 3.69], [-0.79, -2.46, 2.66], [-2.49, -2.76, 3.29], [-0.09, -2.29, 4.91], [-1.88, -1.96, 5.43], [0.47, -0.14, 4.66], [-0.86, 0.15, 5.74], [-0.68, 1.35, 3.26], [-2.23, 1.11, 4.14], [0.17, 0.54, -3.43], [-1.12, 0.08, -3.10], [-1.20, -1.26, -3.37], [-2.09, 0.83, -4.07], [-2.15, 2.17, -3.90], [-3.38, 0.38, -3.80], [-1.74, 0.56, -5.34], [0.65, -1.64, -0.16], [1.48, -1.38, -1.22], [2.37, -0.32, -1.32], [3.45, -0.44, -2.18], [4.58, 0.29, -1.89], [3.54, -1.37, -3.25], [4.63, -1.40, -4.02], [2.42, -2.24, -3.29], [2.42, -3.24, -4.20], [1.47, -2.31, -2.22], [0.66, -3.39, -2.24], [2.41, 1.17, -0.01], [0.38, 1.78, 0.68], [3.56, 0.10, 1.32], [3.03, -0.94, 2.04], [1.75, -0.91, 2.45], [3.79, -2.04, 2.37], [3.32, -3.05, 3.12], [5.11, -2.10, 2.12], [5.88, -3.16, 2.48], [5.77, -0.97, 1.66], [7.11, -0.83, 1.82], [4.96, 0.11, 1.30], [5.60, 1.23, 0.84], [3.24, 2.82, -0.70], [3.36, 3.12, -2.04], [2.74, 2.32, -3.02], [4.16, 4.20, -2.52], [4.18, 4.41, -3.82], [4.72, 5.09, -1.57], [5.35, 6.15, -2.06], [4.70, 4.73, -0.23], [5.23, 5.51, 0.73], [3.92, 3.64, 0.15], [3.83, 3.40, 1.50]],
  "lumo_energy_ev": -8.35,
  "gap_ev": 5.34,
  "homo_energy_ev": -13.68,
  "total_charge": 2
}



(3)
{
  "formula": "C5H7O4Tl",
  "method": "ωB97M-V with the def2-TZVPD basis set",
  "species": ["O", "C", "C", "O", "C", "C", "Tl", "H", "H", "H", "H", "H", "H", "H", "O", "C", "O"],
  "positions_angstrom": [[1.67, 0.06, -0.53], [1.08, -1.13, -0.11], [-0.39, -1.16, -0.48], [-0.95, 0.11, -0.07], [-2.31, 0.23, -0.15], [-2.97, 1.19, 0.48], [0.53, 1.66, -0.55], [1.18, -1.23, 0.99], [1.55, -2.02, -0.56], [-0.92, -1.97, 0.03], [-0.53, -1.26, -1.57], [-2.79, -0.52, -0.78], [-2.47, 1.92, 1.12], [-4.05, 1.26, 0.36], [3.27, 1.98, 0.57], [3.68, 0.87, 0.48], [4.42, 0.00, 0.76]],
  "de_lowest_kj_mol": 237.78,
  "spin_multiplicity": 2,
  "lumo_energy_ev": [-4.29, -8.09],
  "gap_ev": [9.68, 5.83],
  "homo_energy_ev": [-13.96, -13.92],
  "total_charge": 1,
  "s_squared": 0.7593
}



(4)
{
  "formula": "C7H18Cl6N4O8",
  "method": "ωB97M-V with the def2-TZVPD basis set",
  "species": ["C", "N", "O", "O", "H", "H", "H", "C", "N", "O", "O", "H", "H", "H", "C", "N", "O", "O", "H", "H", "H", "C", "N", "O", "O", "H", "H", "H", "C", "Cl", "Cl", "H", "H", "C", "Cl", "Cl", "H", "H", "C", "Cl", "Cl", "H", "H"],
  "positions_angstrom": [[-8.74, 17.75, 20.00], [-9.20, 16.36, 20.35], [-9.41, 15.62, 19.38], [-9.23, 16.13, 21.52], [-8.04, 18.17, 20.72], [-9.67, 18.32, 20.03], [-8.29, 17.82, 19.01], [-7.44, 19.92, 21.72], [-6.07, 19.64, 22.09], [-5.69, 20.18, 23.11], [-5.38, 18.89, 21.42], [-8.12, 20.08, 22.56], [-7.84, 19.01, 21.26], [-7.37, 20.80, 21.09], [-10.58, 15.00, 21.94], [-9.99, 14.69, 23.31], [-9.65, 15.60, 24.06], [-9.93, 13.54, 23.67], [-11.52, 14.53, 21.66], [-9.89, 14.98, 21.09], [-11.03, 15.98, 22.05], [-10.95, 20.30, 22.29], [-10.29, 19.22, 21.44], [-9.20, 19.56, 20.92], [-10.79, 18.10, 21.40], [-10.44, 20.25, 23.26], [-12.03, 20.14, 22.36], [-10.82, 21.27, 21.80], [-5.50, 16.08, 18.59], [-7.03, 16.98, 18.47], [-5.70, 14.55, 17.73], [-4.77, 16.68, 18.04], [-5.36, 15.92, 19.66], [-6.02, 19.37, 18.92], [-7.79, 19.30, 19.19], [-5.47, 20.99, 18.45], [-5.56, 19.15, 19.88], [-5.63, 18.65, 18.20], [-9.35, 16.06, 16.97], [-9.45, 17.86, 17.11], [-8.31, 15.66, 15.58], [-8.94, 15.67, 17.90], [-10.34, 15.66, 16.76]],
  "de_lowest_kj_mol": 1906.49,
  "lumo_energy_ev": -1.62,
  "gap_ev": 7.28,
  "homo_energy_ev": -8.90
}



(5)
{
  "formula": "C4H11NO2",
  "method": "ωB97M-V with the def2-TZVPD basis set",
  "species": ["C", "C", "O", "O", "H", "H", "H", "H", "C", "C", "N", "H", "H", "H", "H", "H", "H", "H"],
  "positions_angstrom": [[-0.80, 1.22, -1.04], [-1.32, 2.54, -0.86], [-2.45, 2.95, -0.83], [-0.43, 3.58, -0.42], [-1.17, 0.51, -0.19], [0.32, 1.25, -0.94], [-1.15, 0.79, -1.96], [0.33, 3.70, -1.00], [0.81, -0.67, 1.20], [0.57, -1.69, 0.01], [0.44, -3.05, 0.57], [-0.02, -0.50, 1.87], [0.85, 0.31, 0.72], [1.73, -1.01, 1.69], [-0.41, -1.39, -0.42], [1.52, -1.79, -0.57], [1.34, -3.49, 0.84], [-0.16, -3.27, 1.34]],
  "de_lowest_kj_mol": 195.78,
  "lumo_energy_ev": 0.55,
  "gap_ev": 9.55,
  "homo_energy_ev": -9.00,
  "smiles": "CC(=O)O.CCN"
}



(6)
{
  "formula": "C16H21AsCl2N3RuSSi2",
  "method": "ωB97M-V with the def2-TZVPD basis set",
  "species": ["Ru", "Cl", "C", "C", "C", "C", "C", "Cl", "C", "S", "H", "H", "H", "N", "C", "C", "C", "N", "C", "N", "C", "Si", "C", "C", "As", "Si", "C", "C", "C", "H", "H", "H", "H", "H", "H", "H", "H", "H", "H", "H", "H", "H", "H", "H", "H", "H", "H"],
  "positions_angstrom": [[-0.44, 0.58, 0.65], [1.83, -0.08, 0.17], [2.48, -0.13, 1.81], [3.85, -0.05, 1.96], [4.37, -0.11, 3.25], [3.52, -0.24, 4.34], [2.15, -0.32, 4.15], [1.12, -0.48, 5.52], [1.59, -0.25, 2.87], [-0.16, -0.39, 2.67], [4.49, 0.05, 1.10], [5.43, -0.05, 3.40], [3.92, -0.28, 5.34], [-0.45, 2.26, -0.35], [-0.35, 3.41, -0.55], [-0.36, 4.73, -0.86], [0.71, 5.58, -0.45], [1.58, 6.26, -0.12], [-1.49, 5.18, -1.61], [-2.44, 5.46, -2.20], [-5.33, -0.18, 2.09], [-4.08, -1.39, 1.48], [-4.72, -2.66, 0.31], [-3.08, -2.13, 2.84], [-2.54, -0.14, 0.04], [-3.86, 1.44, -1.27], [-5.29, 0.42, -1.84], [-4.29, 2.83, -0.14], [-2.80, 1.92, -2.69], [-5.99, -0.70, 2.79], [-5.94, 0.23, 1.29], [-4.85, 0.64, 2.63], [-5.40, -3.33, 0.84], [-3.89, -3.26, -0.09], [-5.26, -2.22, -0.53], [-3.73, -2.79, 3.44], [-2.68, -1.37, 3.51], [-2.26, -2.73, 2.45], [-5.96, 0.13, -1.03], [-4.94, -0.49, -2.34], [-5.87, 1.00, -2.57], [-4.85, 2.50, 0.73], [-4.91, 3.55, -0.70], [-3.39, 3.36, 0.19], [-2.48, 1.04, -3.25], [-1.91, 2.47, -2.38], [-3.37, 2.57, -3.36]],
  "spin_multiplicity": 5,
  "lumo_energy_ev": [-4.68, -6.40],
  "gap_ev": [6.89, 5.11],
  "homo_energy_ev": [-11.57, -11.51],
  "total_charge": 1,
  "s_squared": 6.0475
}



(7)
{
  "formula": "C3H7N3S",
  "method": "ωB97M-V with the def2-TZVPD basis set",
  "species": ["C", "C", "N", "N", "C", "N", "S", "H", "H", "H", "H", "H", "H", "H"],
  "positions_angstrom": [[-3.06, -1.04, 0.25], [-1.65, -0.88, -0.16], [-0.97, 0.33, -0.25], [-1.65, 1.66, 0.16], [0.40, 0.46, -0.20], [1.04, -0.60, -0.32], [2.77, -0.08, 0.11], [-3.85, -0.30, 0.12], [-3.26, -2.07, 0.55], [-1.08, -1.72, -0.39], [-1.64, 2.11, -0.67], [-1.38, 2.06, 1.09], [0.75, 1.47, -0.11], [3.15, -1.30, 1.04]],
  "de_lowest_kj_mol": 501.19,
  "lumo_energy_ev": 0.64,
  "gap_ev": 8.62,
  "homo_energy_ev": -7.98,
  "smiles": "C=CN(N)/C=N/S"
}



Number 1: total energy -18664.0092 eV, largest force on an atom 6.14 eV/Å. Number 2: total energy -181434.5613 eV, largest force on an atom 3.64 eV/Å. Number 3: total energy -18171.7620 eV, largest force on an atom 4.43 eV/Å. Number 4: total energy -104994.8935 eV, largest force on an atom 13.93 eV/Å. Number 5: total energy -9910.2128 eV, largest force on an atom 5.39 eV/Å. Number 6: total energy -136451.2056 eV, largest force on an atom 0.92 eV/Å. Number 7: total energy -18525.2760 eV, largest force on an atom 6.72 eV/Å.